146
Properties=species:S:1:pos:R:3:forces:R:3 method="wB97M-V/def2-TZVPD" fmax_ev_per_a=1.159 orbital_gap_ha=0.22275 charge=0 total_energy_ev=-124290.79864 e_lumo_ev=-0.39
Y -0.102 1.096 -0.730 -0.468 -0.341 0.824
C -2.646 3.430 0.021 0.027 -0.147 0.099
C -3.336 2.171 -0.416 0.056 0.034 0.033
C -4.726 2.146 -0.483 -0.044 -0.032 -0.017
C -5.357 1.015 -0.949 -0.014 0.003 0.037
C -4.591 -0.070 -1.336 -0.099 -0.100 0.108
C -3.211 0.001 -1.227 -0.036 0.183 -0.008
N -2.605 1.104 -0.763 -0.014 -0.096 -0.148
C -2.359 -1.132 -1.696 0.012 -0.112 0.131
C -2.935 -2.123 -2.481 -0.052 -0.077 -0.057
C -2.140 -3.101 -3.027 0.015 -0.012 -0.009
C -0.796 -3.115 -2.716 -0.066 -0.010 -0.021
C -0.300 -2.160 -1.837 -0.018 -0.016 -0.027
N -1.058 -1.160 -1.371 -0.077 -0.159 -0.033
C 1.132 -2.262 -1.432 0.185 -0.010 0.004
C 1.761 -3.497 -1.521 0.012 -0.117 -0.056
C 3.120 -3.586 -1.281 0.032 0.027 0.011
C 3.801 -2.439 -0.941 -0.030 -0.084 0.003
C 3.102 -1.240 -0.814 0.052 0.114 0.089
C 3.891 -0.023 -0.425 -0.057 -0.098 -0.107
N 1.787 -1.157 -1.048 -0.289 0.026 -0.014
H -3.300 4.288 -0.123 0.011 -0.002 -0.079
H -1.719 3.583 -0.533 0.006 0.062 -0.035
H -2.380 3.357 1.073 -0.002 0.035 0.009
H -5.289 3.022 -0.193 0.029 -0.001 -0.002
H -6.436 0.976 -1.032 0.006 -0.009 0.034
H -5.086 -0.956 -1.699 0.030 0.008 0.021
H -3.982 -2.100 -2.734 0.018 0.058 -0.009
H -2.557 -3.837 -3.703 0.006 0.021 0.007
H -0.143 -3.838 -3.177 0.024 -0.023 0.053
H 1.203 -4.389 -1.761 -0.027 0.033 -0.008
H 3.634 -4.535 -1.370 -0.015 0.001 0.042
H 4.870 -2.453 -0.767 -0.035 0.024 0.023
H 4.798 0.032 -1.029 -0.002 -0.010 0.001
H 4.195 -0.104 0.622 0.002 0.045 -0.038
H 3.322 0.888 -0.558 0.024 0.049 -0.028
C 0.632 -4.422 4.200 -0.046 0.024 0.137
C 1.460 -4.197 2.931 0.014 0.050 0.011
C 0.588 -4.525 1.723 -0.116 0.016 0.084
C 2.658 -5.156 2.917 0.062 0.020 -0.025
C 1.949 -2.744 2.922 -0.090 0.048 -0.167
C 2.949 -2.374 3.835 0.033 0.058 0.217
C 3.422 -1.084 3.927 -0.035 0.015 0.125
C 2.897 -0.127 3.069 -0.108 0.063 -0.169
S 3.325 1.541 2.914 -0.049 0.028 -0.056
C 2.229 1.686 1.557 0.111 -0.224 0.228
N 1.582 0.596 1.268 -0.072 0.015 0.037
C 1.920 -0.456 2.122 0.128 0.051 0.090
C 1.431 -1.772 2.075 0.003 0.080 -0.098
C 2.159 2.926 0.772 -0.088 0.170 -0.122
C 3.016 3.986 1.085 -0.027 -0.136 0.122
C 2.988 5.150 0.341 -0.020 0.002 0.012
C 2.085 5.251 -0.712 0.001 0.038 0.034
C 1.241 4.189 -1.008 -0.109 0.004 -0.109
C 1.247 2.978 -0.302 0.569 0.553 0.243
H 0.211 -5.432 4.214 0.043 0.039 -0.001
H -0.190 -3.703 4.256 -0.012 -0.025 -0.008
H 1.242 -4.291 5.096 0.008 0.008 0.036
H 0.330 -5.588 1.734 0.013 0.054 0.007
H 1.111 -4.306 0.797 0.026 0.003 -0.120
H -0.344 -3.958 1.743 0.001 0.019 -0.036
H 2.311 -6.193 2.883 -0.013 0.044 0.001
H 3.282 -5.048 3.804 -0.011 -0.029 -0.038
H 3.284 -4.973 2.039 -0.016 -0.034 0.032
H 3.356 -3.106 4.522 -0.037 -0.011 -0.049
H 4.182 -0.826 4.654 -0.014 -0.002 -0.015
H 0.645 -1.987 1.362 0.037 -0.071 0.037
H 3.712 3.896 1.914 0.023 0.073 -0.035
H 3.653 5.969 0.579 0.011 -0.012 0.000
H 2.050 6.157 -1.307 -0.011 0.005 0.016
H 0.560 4.299 -1.849 0.026 -0.025 0.003
C 2.035 -3.996 8.479 0.073 -0.044 0.049
O 1.923 -2.715 7.891 0.135 -0.102 -0.020
C 0.669 -2.259 7.639 -0.108 0.013 -0.131
C 0.581 -1.055 6.943 0.011 0.039 -0.095
C -0.650 -0.522 6.624 -0.029 0.045 0.132
C -1.831 -1.166 7.024 0.490 0.038 -0.070
C -1.725 -2.357 7.726 -0.185 0.034 -0.075
C -0.490 -2.916 8.024 -0.027 -0.227 -0.030
N -3.116 -0.547 7.007 -0.141 0.062 0.156
N -3.470 0.299 6.173 -0.402 -0.146 -0.005
C -2.786 0.557 4.961 0.347 0.183 -0.286
C -2.552 1.877 4.644 0.106 -0.121 0.215
C -1.857 2.247 3.497 0.073 0.103 0.037
C -1.465 1.319 2.523 -0.351 0.356 0.072
O -0.882 1.706 1.454 0.388 -0.454 -0.993
C -1.895 -0.049 2.746 -0.023 -0.020 0.083
N -1.790 -0.898 1.695 0.038 -0.074 -0.066
C -2.263 -2.113 1.821 0.074 0.064 -0.064
C -2.829 -2.606 3.010 -0.007 -0.062 0.099
C -2.929 -1.773 4.089 0.035 -0.062 -0.056
C -2.487 -0.434 3.982 -0.259 0.025 -0.074
H 3.096 -4.224 8.507 0.022 0.003 0.009
H 1.519 -4.757 7.887 0.003 0.032 -0.010
H 1.641 -4.009 9.500 -0.019 0.024 -0.023
H 1.494 -0.553 6.651 -0.002 -0.008 -0.003
H -0.696 0.426 6.106 0.039 -0.049 0.003
H -2.633 -2.847 8.057 0.015 0.062 0.050
H -0.447 -3.854 8.560 -0.032 0.068 -0.008
H -2.869 2.632 5.355 -0.005 -0.005 -0.042
H -1.623 3.291 3.320 0.007 -0.039 -0.011
H -2.216 -2.752 0.941 0.056 0.016 -0.015
H -3.190 -3.627 3.056 0.004 0.043 -0.012
H -3.389 -2.118 5.007 0.013 0.005 -0.038
Cl 5.414 3.011 -3.362 0.036 0.047 0.008
C 4.217 1.768 -3.482 -0.063 -0.065 -0.013
C 4.510 0.562 -4.089 0.085 0.047 0.016
C 3.498 -0.378 -4.171 0.000 -0.040 -0.023
C 2.267 -0.085 -3.611 -0.158 0.022 -0.103
N 2.005 1.047 -2.958 0.213 -0.030 0.054
C 2.963 1.973 -2.924 -0.143 -0.053 -0.077
H 5.501 0.372 -4.482 -0.041 0.018 -0.047
H 3.663 -1.327 -4.665 -0.028 0.011 0.009
H 1.442 -0.785 -3.698 0.022 0.014 0.030
H 2.732 2.903 -2.425 0.025 0.016 0.070
C -3.644 3.826 -3.335 0.119 -0.207 0.013
C -2.833 3.662 -4.612 -0.072 0.216 0.062
C -3.729 3.876 -5.823 -0.004 -0.092 0.008
C -1.676 4.662 -4.625 0.052 -0.311 -0.050
O -2.398 2.277 -4.687 -0.011 0.172 0.107
P -1.146 1.573 -3.959 -0.005 0.383 -0.451
O -1.438 0.126 -3.868 0.115 -0.214 -0.086
O -0.805 2.272 -2.654 0.206 -0.163 0.154
O 0.072 1.893 -4.967 0.027 -0.072 0.039
C 0.181 1.518 -6.366 -0.090 0.053 -0.320
C -0.533 0.211 -6.706 -0.041 0.102 0.323
C -0.390 2.645 -7.224 -0.025 -0.013 0.150
C 1.671 1.390 -6.657 0.001 0.031 0.183
H -4.038 4.841 -3.249 0.008 -0.011 -0.017
H -2.994 3.620 -2.487 -0.059 0.064 0.004
H -4.474 3.115 -3.326 0.017 0.034 0.011
H -4.233 4.841 -5.738 0.002 -0.018 -0.023
H -4.481 3.087 -5.873 0.005 0.050 -0.001
H -3.154 3.872 -6.749 -0.041 -0.005 0.001
H -2.072 5.670 -4.495 -0.006 -0.012 -0.009
H -1.132 4.617 -5.569 -0.030 0.048 0.071
H -0.981 4.444 -3.815 0.013 0.068 0.048
H -1.606 0.305 -6.531 0.011 -0.056 -0.059
H -0.167 -0.603 -6.079 -0.011 0.000 -0.033
H -0.358 -0.030 -7.756 0.024 0.029 0.016
H -1.450 2.771 -7.015 0.041 0.007 -0.037
H -0.269 2.400 -8.281 0.006 0.018 0.016
H 0.134 3.580 -7.015 -0.016 -0.037 -0.049
H 2.061 0.446 -6.279 0.031 0.002 0.015
H 2.216 2.208 -6.180 -0.012 -0.012 -0.062
H 1.843 1.429 -7.734 0.016 -0.018 0.019